No. 1
This record from the OMol25 dataset describes 4 unconnected molecules or ions with the total composition C16H24O12. The level of theory is ωB97M-V/def2-TZVPD.

Summary:
Energy above the lowest of the compared OMol25 structures with the same formula, charge and spin ... 615.4 kJ/mol
Net charge ... 0
SMILES string ... C[C@H]1COC(=O)O1.C[C@H]1COC(=O)O1.C[C@H]1COC(=O)O1.C[C@H]1COC(=O)O1
E_tot ... -1526.78695 Ha
Kohn-Sham gap ... 0.358 hartree

Geometry as XYZ:
```
52
Properties=species:S:1:pos:R:3:lowdin_charge:R:1
C -0.74 2.72 -0.59 -0.02
C 0.70 3.32 -0.56 -0.16
C 1.71 2.53 0.34 -0.05
O 2.84 2.54 -0.55 0.08
C 2.46 2.55 -1.81 -0.67
O 3.16 2.36 -2.78 0.14
O 1.29 3.03 -1.87 0.10
H -1.47 3.27 -1.19 0.09
H -1.28 2.91 0.33 0.10
H -0.80 1.67 -0.90 0.03
H 0.78 4.40 -0.61 0.16
H 1.25 1.59 0.62 0.10
H 2.11 3.06 1.21 0.13
C -3.26 -1.31 -2.80 -0.02
C -3.26 0.19 -2.97 -0.30
C -1.93 0.86 -2.49 -0.16
O -1.74 1.80 -3.50 0.08
C -2.34 1.36 -4.66 -0.42
O -2.27 1.81 -5.82 0.12
O -3.16 0.28 -4.36 0.05
H -3.09 -1.96 -3.66 0.10
H -4.27 -1.61 -2.56 0.08
H -2.63 -1.65 -1.98 0.08
H -4.18 0.66 -2.62 0.15
H -1.14 0.15 -2.27 0.07
H -1.99 1.49 -1.60 0.09
C 2.58 -1.96 0.18 0.00
C 1.15 -1.83 -0.17 -0.32
C 0.42 -0.74 0.61 -0.13
O 0.31 0.29 -0.29 -0.06
C 0.52 -0.21 -1.60 -0.49
O 0.36 0.39 -2.62 0.17
O 1.07 -1.39 -1.50 0.16
H 3.10 -2.18 -0.75 0.11
H 2.71 -2.54 1.10 0.09
H 2.89 -1.00 0.58 0.09
H 0.73 -2.79 0.14 0.13
H 1.07 -0.36 1.39 0.11
H -0.62 -0.91 0.90 0.16
C 0.18 -0.16 4.17 0.00
C 0.96 -1.43 3.98 -0.33
C 0.78 -2.58 4.86 -0.03
O 0.26 -3.57 3.94 0.13
C 0.27 -3.14 2.76 -0.56
O -0.25 -3.75 1.76 0.07
O 0.94 -1.99 2.64 0.02
H -0.89 -0.36 4.11 0.10
H 0.50 0.56 3.41 0.09
H 0.32 0.16 5.20 0.10
H 1.99 -1.12 4.14 0.16
H 0.13 -2.40 5.71 0.15
H 1.77 -3.02 5.02 0.15
```



No. 2
This record from the OMol25 dataset describes a molecular structure, C16H24O16Rb4S. The level of theory is ωB97M-V/def2-TZVPD.

Summary:
Energy above the lowest of the compared OMol25 structures with the same formula, charge and spin ... 154.1 kJ/mol
Net charge ... +2
E_tot ... -2322.14258 Ha
Kohn-Sham gap ... 0.278 hartree

Geometry as XYZ:
```
61
Properties=species:S:1:pos:R:3:lowdin_charge:R:1
Rb 1.57 4.23 3.92 1.00
Rb 0.73 2.30 -2.13 0.92
Rb 2.84 -0.15 3.09 0.98
Rb 3.78 3.73 0.39 0.96
S 0.76 1.99 1.36 0.08
O -0.34 1.53 0.51 -0.42
O 2.05 1.47 0.84 -0.63
O 0.76 3.47 1.20 -0.54
O 0.60 1.71 2.81 -0.54
C 4.26 -0.07 -1.11 -0.03
C 4.97 -1.04 -2.04 -0.29
C 5.75 -0.36 -3.19 -0.09
O 6.98 -1.02 -3.19 0.09
C 7.20 -1.61 -1.99 -0.54
O 8.23 -2.00 -1.60 0.22
O 6.02 -1.67 -1.30 0.08
H 3.26 0.16 -1.48 0.07
H 4.84 0.85 -1.00 0.07
H 4.15 -0.52 -0.12 0.07
H 4.25 -1.80 -2.37 0.15
H 5.82 0.71 -2.98 0.13
H 5.24 -0.46 -4.15 0.14
C -3.50 0.61 -1.25 -0.02
C -3.30 -0.77 -1.86 -0.28
C -4.58 -1.27 -2.54 -0.07
O -4.41 -0.95 -3.92 0.09
C -3.14 -0.54 -4.16 -0.57
O -2.66 -0.23 -5.19 0.18
O -2.44 -0.65 -3.00 0.04
H -2.63 1.17 -0.92 0.06
H -3.99 0.49 -0.28 0.09
H -4.07 1.25 -1.93 0.10
H -2.76 -1.35 -1.11 0.14
H -5.46 -0.76 -2.16 0.14
H -4.69 -2.35 -2.46 0.14
C 1.76 -3.68 -0.82 0.01
C 1.35 -2.58 0.13 -0.29
C 0.16 -1.71 -0.27 -0.09
O -0.95 -2.42 0.25 0.07
C -0.55 -3.21 1.28 -0.54
O -1.25 -3.84 1.99 0.21
O 0.82 -3.19 1.35 0.05
H 2.08 -4.57 -0.29 0.11
H 2.64 -3.34 -1.38 0.07
H 1.01 -3.94 -1.57 0.10
H 2.16 -2.01 0.59 0.12
H 0.04 -1.70 -1.36 0.14
H 0.24 -0.68 0.07 0.10
C -4.74 2.64 2.55 -0.01
C -3.66 1.77 3.17 -0.29
C -2.27 2.46 3.20 -0.09
O -2.13 2.93 4.56 0.05
C -3.15 2.44 5.30 -0.57
O -3.29 2.60 6.47 0.19
O -3.96 1.66 4.56 0.09
H -4.74 3.59 3.08 0.10
H -5.72 2.17 2.68 0.09
H -4.62 2.79 1.48 0.08
H -3.52 0.79 2.72 0.15
H -2.18 3.28 2.49 0.14
H -1.58 1.64 3.07 0.09
```



Maximum force? In order: 0.1587; 0.0587 Eh/bohr.